ORCA calculation (ωB97M-V/def2-TZVPD) on the molecule CH4OS3 in a non-equilibrium geometry.

```
! RIJCOSX wB97M-V def2-TZVPD def2/J DEFGRID3
* xyz 0 1
O -2.05457 -1.42430 -1.51218
S -1.23621 -0.36957 -1.06249
H -0.67158 0.23188 -2.07991
H 1.36779 -0.37033 1.88155
H 2.02931 0.98065 0.98144
S 1.01609 -1.04893 -0.25267
S -1.83100 1.22584 -0.05835
H 0.18907 0.60504 1.08690
C 1.19111 0.16972 1.01572
*
```

Calculated values
**SMILES**: CS[S@@H](=O)=S
**E_LUMO**: -1.64 eV

***

ORCA calculation (ωB97M-V/def2-TZVPD) on a cluster of 2 separate species, CH4OS3 in total in a non-equilibrium geometry.

```
! RIJCOSX wB97M-V def2-TZVPD def2/J DEFGRID3
* xyz 0 1
O 3.16374 -0.09455 1.56029
H -1.28798 0.27094 -0.15735
S 2.98870 2.18849 3.25724
H 1.85288 1.21037 -0.10228
H 0.06685 -0.43188 -0.75272
H -0.24935 -0.65423 1.09010
S 3.51556 0.39837 2.86861
S 0.68601 1.47968 0.57763
C -0.34963 0.03021 0.19872
*
```

Calculated values
**E_LUMO (spin up / spin down)**: -1.79 / -1.79 eV

***

ORCA calculation (ωB97M-V/def2-TZVPD) on the molecule CH4S3 in a non-equilibrium geometry.

```
! RIJCOSX wB97M-V def2-TZVPD def2/J DEFGRID3
* xyz 0 1
H -0.59061 0.24251 -1.75945
C -0.41393 -0.01443 -0.58734
S -1.94880 -0.31974 0.28522
H -0.04623 1.21149 1.35610
S 0.44291 1.49840 0.07446
H 1.68193 -0.62386 0.07108
S 0.68851 -1.42469 -0.57626
H -1.42670 -1.10317 1.34748
*
```

Calculated values
**SMILES**: SC(S)S
**E_LUMO**: 0.61 eV

***

ORCA calculation (ωB97M-V/def2-TZVPD) on a cluster of 2 separate species, CH4Se in total in a non-equilibrium geometry.

```
! RIJCOSX wB97M-V def2-TZVPD def2/J DEFGRID3
* xyz 0 1
H -1.11008 -1.40461 -0.69169
H 1.49660 -0.88553 1.12024
H -1.04051 0.56574 0.62192
H -0.52430 1.03209 -0.95257
Se 1.45844 0.12430 0.03295
C -0.28015 0.56800 -0.13085
*
```

Calculated values
**E_LUMO (spin up / spin down)**: -0.09 / -0.29 eV

***

ORCA calculation (ωB97M-V/def2-TZVPD) on a cluster of 2 separate species, CH5BS in total in a non-equilibrium geometry.

```
! RIJCOSX wB97M-V def2-TZVPD def2/J DEFGRID3
* xyz 0 1
C 1.00028 -0.25726 -0.52477
H -2.14161 -0.50327 0.82234
B 0.01204 0.23993 0.46755
H -0.11146 1.13434 1.18702
S -3.45454 -0.54878 1.29460
H 0.27872 -0.74167 -1.31137
H 1.55150 -1.06991 -0.18760
H 1.70562 0.42496 -0.85200
*
```

Calculated values
**E_LUMO (spin up / spin down)**: -0.01 / -2.07 eV

***

ORCA calculation (ωB97M-V/def2-TZVPD) on a cluster of 2 separate species, CH5BrN in total in a non-equilibrium geometry.

```
! RIJCOSX wB97M-V def2-TZVPD def2/J DEFGRID3
* xyz 1 1
C -1.04570 0.80341 -0.08170
H 1.30815 -0.25666 0.19545
Br -2.69752 -0.09728 0.03107
H -0.58111 1.21579 0.80250
N 0.36846 -0.62774 0.00003
H 0.16366 -1.15578 -0.86876
H -0.14854 -0.93793 0.88920
H -0.85565 1.21738 -1.05083
*
```

Calculated values
**E_LUMO**: -5.42 eV

***

ORCA calculation (ωB97M-V/def2-TZVPD) on a cluster of 2 separate species, CH5BrN in total in a non-equilibrium geometry.

```
! RIJCOSX wB97M-V def2-TZVPD def2/J DEFGRID3
* xyz 1 3
H -0.22418 -2.60648 0.81060
Br 1.57850 2.55796 -1.33380
C 0.08977 1.61715 -1.22461
N -0.20126 -1.54528 0.93143
H 0.59745 -1.25816 1.55181
H -0.89760 2.00147 -1.19237
H -1.15149 -1.27819 1.33564
H 0.20882 0.51153 -0.87869
*
```

Calculated values
**⟨S²⟩**: 2.012
**E_LUMO (spin up / spin down)**: -3.39 / -10.46 eV

***

ORCA calculation (ωB97M-V/def2-TZVPD) on a structure of composition CH5Cl2PSi in a non-equilibrium geometry.

```
! RIJCOSX wB97M-V def2-TZVPD def2/J DEFGRID3
* xyz 0 1
C -0.37048 -1.16503 -1.22979
H -0.35599 2.76092 -0.08132
H 1.57873 1.79603 -0.06383
Si -0.04730 -0.17693 0.89773
H 0.37881 -1.96818 -1.09326
H -0.17848 -0.19074 -1.88752
P 0.51158 2.05382 0.91747
Cl 1.52487 -1.22289 1.50783
Cl -1.63541 -0.41055 2.21856
H -1.40633 -1.47645 -1.18586
*
```

Calculated values
**E_LUMO**: 0.48 eV

***

ORCA calculation (ωB97M-V/def2-TZVPD) on a cluster of 2 separate species, CH5ClN2 in total in a non-equilibrium geometry.

```
! RIJCOSX wB97M-V def2-TZVPD def2/J DEFGRID3
* xyz 0 1
H 0.04152 -0.59930 -1.73445
C 0.74710 -0.20112 -0.94491
H 0.95194 -0.95652 -0.29182
N -1.25730 -0.47969 1.37200
H -0.48960 -1.13369 1.50656
H -1.25101 0.37897 1.91774
Cl -0.58264 2.05165 -0.59604
H 1.64940 0.14744 -1.30534
N 0.19059 0.79225 0.07625
*
```

Calculated values
**E_LUMO**: -1.48 eV

***

ORCA calculation (ωB97M-V/def2-TZVPD) on the molecule CH5ClN2OS2 in a non-equilibrium geometry.

```
! RIJCOSX wB97M-V def2-TZVPD def2/J DEFGRID3
* xyz 0 1
N 0.86473 -1.54476 -0.69498
S 2.79945 0.45731 0.05817
Cl -2.36156 -0.24681 0.68554
H -0.42599 0.51880 -1.36420
H 1.39168 -1.56794 -1.46663
S 1.02737 -0.20012 0.27024
H -2.05002 1.91719 -0.18725
O 0.52614 -0.66601 1.57437
C -1.35972 1.26809 0.30091
H -1.15740 1.56457 1.41061
N -0.20349 0.87356 -0.46074
H 0.94879 -2.37388 -0.12605
*
```

Calculated values
**SMILES**: N[S@@](=O)(=S)NCCl
**E_LUMO**: 0.47 eV

***

ORCA calculation (ωB97M-V/def2-TZVPD) on the ion CH5ClNOS2 with charge +1 in a non-equilibrium geometry.

```
! RIJCOSX wB97M-V def2-TZVPD def2/J DEFGRID3
* xyz 1 1
N 1.34267 -0.02907 0.18215
O -0.67753 -0.98184 -1.09325
Cl -1.82916 -1.59407 1.57700
S -1.29798 0.36837 1.09246
H -0.71539 -1.83196 -0.54244
C -0.34072 0.13932 -0.45557
H 1.38815 -0.72975 0.88216
H 2.03296 -0.10600 -0.54088
S -0.16490 1.63958 -1.38559
H -1.09950 2.37211 -0.55124
H 1.36140 0.75331 0.83520
*
```

Calculated values
**SMILES**: [NH3+][C@](O)(S)SCl
**E_LUMO**: -4.99 eV

***

ORCA calculation (ωB97M-V/def2-TZVPD) on a cluster of 2 separate species, CH5ClO2SSi in total in a non-equilibrium geometry.

```
! RIJCOSX wB97M-V def2-TZVPD def2/J DEFGRID3
* xyz 0 1
H 2.00975 -1.98664 0.54541
Cl 4.64741 -0.37505 1.21395
Si 0.20150 -0.60913 -0.54371
H 1.37314 -0.71245 1.67485
H -0.66390 0.47108 -0.67811
H 0.41062 -2.27391 1.45388
O 2.91823 0.27111 -1.01658
H -0.00127 -1.20226 -1.93306
S 4.39734 0.58965 -0.70572
C 1.07916 -1.54103 0.93829
O 4.60718 2.00959 -0.42096
*
```

Calculated values
**E_LUMO (spin up / spin down)**: -2.63 / -2.63 eV

***

ORCA calculation (ωB97M-V/def2-TZVPD) on a structure of composition CH5CrO2 in a non-equilibrium geometry.

```
! RIJCOSX wB97M-V def2-TZVPD def2/J DEFGRID3
* xyz 2 4
H 0.75427 0.55887 -0.19412
O 2.15247 -0.84169 -0.73913
H 2.91310 -0.63296 -0.19524
H -2.03978 -0.42984 -0.48191
Cr 0.68536 -1.81838 -0.19101
H -1.88976 0.15520 1.18855
H -1.57375 1.27213 -0.19590
O -0.10773 -0.14608 0.18813
C -1.47533 0.24371 0.17546
*
```

Calculated values
**⟨S²⟩**: 4.153
**E_LUMO (spin up / spin down)**: -14.89 / -12.22 eV

***

ORCA calculation (ωB97M-V/def2-TZVPD) on a cluster of 2 separate species, CH5F3N3 in total in a non-equilibrium geometry.

```
! RIJCOSX wB97M-V def2-TZVPD def2/J DEFGRID3
* xyz 1 1
H -0.46997 2.14400 -2.76666
F -1.22616 -0.07886 2.13412
F 2.16356 1.52641 -0.74017
C -0.25763 -0.91422 0.21854
H 0.77201 0.78101 1.13819
N -0.57073 -1.19500 1.59119
H 0.12705 -1.77888 -0.42664
N 1.42055 0.44308 -0.80055
F -0.24688 1.44074 -2.07949
H -1.26331 -0.60471 -0.41683
H -1.21237 -1.90131 1.89344
N 0.76387 0.13775 0.25486
*
```

Calculated values
**E_LUMO**: -6.78 eV

***

ORCA calculation (ωB97M-V/def2-TZVPD) on a structure of composition CH5FKNO3PS2 in a non-equilibrium geometry.

```
! RIJCOSX wB97M-V def2-TZVPD def2/J DEFGRID3
* xyz 1 1
H -1.70748 0.61421 -1.53610
H -1.56061 -2.45430 0.59567
H -2.58284 -1.70139 -0.71054
O -0.87466 0.29323 -1.92321
K 3.33471 0.31050 0.67786
P -0.26679 -0.87956 -0.84037
N 0.86710 -0.05196 0.30861
H -2.19941 -0.69999 0.72188
O 0.27594 2.50754 -0.25033
F 1.91271 1.26957 -1.82291
O 2.56498 2.05423 0.51103
S 0.28845 0.00512 1.96744
S 1.36536 1.50875 -0.25939
H 0.37353 -1.27159 2.49782
C -1.79100 -1.50436 0.06254
*
```

Calculated values
**E_LUMO**: -5.06 eV

***

ORCA calculation (ωB97M-V/def2-TZVPD) on a structure of composition CH5FN4 in a non-equilibrium geometry.

```
! RIJCOSX wB97M-V def2-TZVPD def2/J DEFGRID3
* xyz 0 1
C -0.46740 0.22676 -0.50836
N 0.43198 -0.50896 0.30357
F 2.09273 -0.18355 0.09755
H 0.77480 -1.49810 1.90650
H 0.22298 0.13339 2.14833
N -0.07452 1.03657 -1.54378
H -1.78236 -0.94709 0.21328
H 0.92147 1.14853 -1.62436
N 0.27345 -0.65245 1.58293
N -1.67491 -0.14936 -0.33432
H -0.71821 1.39426 -2.24132
*
```

Calculated values
**E_LUMO**: 0.52 eV

***

ORCA calculation (ωB97M-V/def2-TZVPD) on a cluster of 2 separate species, CH5FN4 in total in a non-equilibrium geometry.

```
! RIJCOSX wB97M-V def2-TZVPD def2/J DEFGRID3
* xyz 0 1
H -0.66474 -1.11908 0.44277
N -1.33985 -0.97243 -1.21458
H -1.99234 -0.25457 -1.51244
N 0.01151 -0.73363 1.11278
F -0.30934 1.88671 -0.70964
N 0.40256 0.71604 -0.65557
N 1.65686 0.90966 1.22276
H -0.81300 -1.25844 -2.03151
C 0.68696 0.30898 0.64406
H 2.05947 1.70123 0.73996
H 0.30191 -1.18447 1.96142
*
```

Calculated values
**E_LUMO (spin up / spin down)**: -1.10 / -0.71 eV

***

ORCA calculation (ωB97M-V/def2-TZVPD) on a cluster of 3 separate species, CH5FN4 in total in a non-equilibrium geometry.

```
! RIJCOSX wB97M-V def2-TZVPD def2/J DEFGRID3
* xyz 0 1
N 1.03588 -0.56658 -0.30131
H 0.50461 2.51397 0.42561
N -2.59135 -0.47960 0.16244
H 3.61441 -0.80039 -0.06649
C 0.55591 0.50016 0.04397
F 3.94126 0.09577 -0.04512
N -1.78338 -0.70958 -0.68088
H 0.59667 -1.23545 -0.92837
H -3.58223 -1.00869 0.08691
H -2.45419 0.13701 0.86489
N 0.16242 1.55337 0.43836
*
```

Calculated values
**E_LUMO**: 0.96 eV

***

ORCA calculation (ωB97M-V/def2-TZVPD) on a cluster of 2 separate species, CH5FNP in total in a non-equilibrium geometry.

```
! RIJCOSX wB97M-V def2-TZVPD def2/J DEFGRID3
* xyz 0 1
H 3.81806 1.11080 0.48805
N -0.81121 -1.55244 0.50142
C -0.63426 -0.45102 1.17421
H 0.17061 0.31090 0.80696
H 1.69448 -0.03811 0.70334
H 3.39003 -0.81739 -0.10072
H -1.47127 -0.19291 1.72821
P 2.71499 0.37585 -0.22578
F 0.18338 -1.91384 -0.51852
*
```

Calculated values
**SMILES**: C=NF.P
**E_LUMO**: 0.50 eV

***

ORCA calculation (ωB97M-V/def2-TZVPD) on a structure of composition CH5IN2 in a non-equilibrium geometry.

```
! RIJCOSX wB97M-V def2-TZVPD def2/J DEFGRID3
* xyz 0 1
C 0.39778 -0.47138 0.37658
H -0.58154 -0.29796 0.69875
H 0.50953 -1.25965 -0.47358
N 1.35901 0.21304 0.72174
I 3.08920 0.10495 -0.13380
N -2.14237 0.31837 0.00916
H -2.09930 -0.06776 -0.92956
H -1.57530 1.16179 -0.07029
H -3.04886 0.54863 0.42868
*
```

Calculated values
**E_LUMO**: 0.48 eV

***

Number 1: M 128.24 g mol⁻¹, calculated total energy -35652.369 eV. Number 2: M 128.24 g mol⁻¹, calculated total energy -35653.646 eV. Number 3: M 112.24 g mol⁻¹, calculated total energy -33606.469 eV. Number 4: M 95.00 g mol⁻¹, calculated total energy -66443.179 eV. Number 5: M 59.93 g mol⁻¹, calculated total energy -12624.775 eV. Number 6: M 110.96 g mol⁻¹, calculated total energy -72641.857 eV. Number 7: M 110.96 g mol⁻¹, calculated total energy -72638.129 eV. Number 8: M 147.02 g mol⁻¹, calculated total energy -43330.641 eV. Number 9: M 80.52 g mol⁻¹, calculated total energy -16615.232 eV. Number 10: M 160.65 g mol⁻¹, calculated total energy -40336.958 eV. Number 11: M 146.64 g mol⁻¹, calculated total energy -38840.287 eV. Number 12: M 144.66 g mol⁻¹, calculated total energy -36445.339 eV. Number 13: M 101.05 g mol⁻¹, calculated total energy -33610.575 eV. Number 14: M 116.07 g mol⁻¹, calculated total energy -13727.038 eV. Number 15: M 232.26 g mol⁻¹, calculated total energy -58742.244 eV. Number 16: M 92.08 g mol⁻¹, calculated total energy -9792.686 eV. Number 17: M 92.08 g mol⁻¹, calculated total energy -9790.631 eV. Number 18: M 92.08 g mol⁻¹, calculated total energy -9792.318 eV. Number 19: M 81.03 g mol⁻¹, calculated total energy -14610.124 eV. Number 20: M 171.97 g mol⁻¹, calculated total energy -12196.881 eV.